[1]
# C14H17N3O

C14H17N3O in the gas phase (the ωB97M-V functional and the def2-TZVPD basis, the Open Molecules 2025 dataset).

- Molar mass: 243.3 g mol⁻¹
- Structure (SMILES): C=CCCCCc1nc2ccccc2c(=O)n1N
- Electronic energy: -21311.56515 eV
- HOMO: -0.3136 Eh
- Relative energy (zero: lowest compared OMol25 entry of this formula, charge and spin): 43.4 kcal per mole

Atoms and positions in Å:
O (-2.27, -2.59, 1.13)
N (-0.93, 0.36, -1.30)
N (-0.07, -2.98, -0.26)
N (-0.75, -1.75, -0.33)
C (3.34, 0.21, 2.40)
C (2.70, 0.99, 1.56)
C (-2.08, 0.58, -0.61)
C (0.97, -1.00, -1.89)
C (-4.44, 1.08, 0.80)
C (-3.91, 2.05, -0.06)
C (3.21, 1.39, 0.21)
C (-1.93, -1.65, 0.43)
C (-2.62, -0.39, 0.27)
C (-3.80, -0.12, 0.97)
C (2.16, -0.55, -1.02)
C (-2.75, 1.80, -0.76)
C (2.24, 0.97, -0.90)
C (-0.31, -0.76, -1.16)
H (2.08, -0.99, -0.02)
H (2.94, -0.06, 3.37)
H (0.96, -0.41, -2.80)
H (-4.42, 2.99, -0.18)
H (4.31, -0.20, 2.17)
H (0.77, -2.89, 0.31)
H (1.06, -2.06, -2.13)
H (1.73, 1.39, 1.82)
H (4.19, 0.95, 0.03)
H (3.31, 2.48, 0.19)
H (-0.72, -3.61, 0.22)
H (-2.33, 2.53, -1.43)
H (-4.18, -0.88, 1.63)
H (3.09, -0.93, -1.47)
H (2.56, 1.39, -1.85)
H (-5.35, 1.29, 1.34)
H (1.24, 1.36, -0.68)



[2]
# C14H17N3OS2

C14H17N3OS2 in the gas phase at a distorted geometry (the ωB97M-V functional and the def2-TZVPD basis, the Open Molecules 2025 dataset).

- Molar mass: 307.4 g mol⁻¹
- Structure (SMILES): CCc1nnc(NC(=O)c2csc3c2CC[C@H](C)C3)s1
- Electronic energy: -42982.63448 eV
- HOMO: -0.3244 Eh
- Relative energy (zero: lowest compared OMol25 entry of this formula, charge and spin): 7.6 kcal per mole

Atoms and positions in Å:
S (1.80, 1.78, 2.26)
S (0.26, -2.30, -3.24)
O (0.39, 1.30, 0.13)
N (3.19, -0.36, 2.49)
N (3.56, 0.41, 3.51)
N (1.78, -0.41, 0.63)
C (2.30, 0.19, 1.74)
C (3.19, 2.58, 4.60)
C (-3.52, -0.96, -2.98)
C (-3.26, -0.13, -1.70)
C (4.19, 2.11, 5.66)
C (-1.04, -1.18, -3.05)
C (-4.02, -2.35, -2.61)
C (-2.26, -1.08, -3.88)
C (2.96, 1.54, 3.57)
C (0.82, 0.20, -0.15)
C (-0.84, -0.33, -2.00)
C (-1.93, 0.64, -1.71)
C (1.07, -1.62, -1.88)
C (0.38, -0.59, -1.31)
H (-4.29, -2.91, -3.51)
H (-1.95, 1.41, -2.48)
H (-2.18, -0.18, -4.50)
H (4.34, 2.89, 6.40)
H (-4.08, 0.57, -1.54)
H (-3.25, -2.90, -2.08)
H (-1.77, 1.13, -0.75)
H (2.04, -2.02, -1.62)
H (2.24, 2.82, 5.07)
H (3.56, 3.48, 4.11)
H (3.82, 1.22, 6.16)
H (-4.90, -2.28, -1.97)
H (-2.36, -1.94, -4.55)
H (5.14, 1.87, 5.20)
H (2.12, -1.34, 0.43)
H (-4.29, -0.46, -3.58)
H (-3.24, -0.81, -0.85)



[3]
# C14H18BeN2O2

A molecular structure, C14H18BeN2O2 at a distorted geometry (the ωB97M-V functional and the def2-TZVPD basis, the Open Molecules 2025 dataset).

- Molar mass: 255.3 g mol⁻¹
- Electronic energy: -22285.12741 eV
- HOMO: -0.3072 Eh
- Relative energy (zero: lowest compared OMol25 entry of this formula, charge and spin): 85.8 kcal per mole

Atoms and positions in Å:
O (1.34, 0.23, 1.33)
O (-0.66, 1.19, 0.81)
N (0.70, 1.04, -1.47)
N (0.08, -1.53, -0.61)
C (1.30, -1.27, -1.10)
C (-2.91, -0.30, 0.65)
C (-1.92, 0.45, -1.77)
C (3.28, 1.89, -1.82)
C (3.00, 0.52, -1.73)
C (1.67, 0.12, -1.48)
C (0.73, -3.76, -0.03)
C (1.98, -3.55, -0.61)
C (2.26, -2.31, -1.16)
C (0.25, 0.72, 1.62)
C (0.95, 2.33, -1.48)
C (2.25, 2.81, -1.67)
C (-0.21, -2.71, -0.09)
C (-3.30, 1.34, 0.45)
Be (-1.83, 0.70, -0.09)
H (4.31, 2.21, -1.99)
H (3.22, -2.09, -1.63)
H (0.00, 0.82, 2.70)
H (2.74, -4.34, -0.62)
H (-4.27, 1.35, -0.07)
H (0.11, 3.01, -1.35)
H (-1.06, -0.17, -2.03)
H (-1.85, 1.35, -2.37)
H (-2.82, -0.09, -2.08)
H (-3.02, -0.47, 1.73)
H (0.46, -4.69, 0.44)
H (-3.40, 1.74, 1.46)
H (-3.66, -0.89, 0.11)
H (-2.64, 2.04, -0.14)
H (3.77, -0.24, -1.82)
H (2.41, 3.88, -1.69)
H (-1.89, -0.73, 0.36)
H (-1.22, -2.85, 0.31)



[4]
# C14H18ClNO3Ru

A molecular structure, C14H18ClNO3Ru at a distorted geometry (the ωB97M-V functional and the def2-TZVPD basis, the Open Molecules 2025 dataset).

- Net charge: +2
- Molar mass: 384.8 g mol⁻¹
- ⟨S²⟩: 6.046
- Electronic energy: -37526.26621 eV
- HOMO (spin up / spin down): -0.5157 / -0.6054 Eh
- Multiplicity: 5

Atoms and positions in Å:
Ru (-0.18, 1.98, 0.95)
Cl (1.77, 4.29, -0.87)
O (2.84, 2.04, 1.32)
O (0.64, 0.12, -0.53)
O (0.16, 0.08, 3.29)
N (1.82, -1.74, -0.89)
C (-0.90, -3.09, -0.58)
C (-1.49, 3.21, 2.11)
C (0.73, -1.12, -0.40)
C (-1.29, 3.56, -0.20)
C (-2.34, 2.26, 1.42)
C (-0.33, -1.97, 0.29)
C (-0.86, 4.14, -1.49)
C (0.00, 0.83, 2.41)
C (-0.02, -4.33, -0.63)
C (-0.83, 4.01, 1.11)
C (1.29, -4.12, -1.39)
C (2.23, -3.14, -0.70)
C (1.70, 2.12, 1.14)
C (-2.22, 2.48, 0.01)
H (2.29, -3.37, 0.38)
H (0.11, -2.38, 1.22)
H (-2.73, 1.96, -0.79)
H (3.23, -3.23, -1.13)
H (-3.00, 1.53, 1.88)
H (-0.15, 4.84, 1.27)
H (0.21, -4.65, 0.40)
H (1.08, -3.78, -2.41)
H (-0.58, -5.15, -1.10)
H (-1.10, -2.72, -1.59)
H (0.29, 4.36, -1.38)
H (1.81, -5.08, -1.47)
H (2.53, -1.10, -1.24)
H (-0.97, 3.41, -2.30)
H (-1.14, -1.29, 0.59)
H (-1.39, 3.32, 3.18)
H (-1.36, 5.09, -1.71)
H (-1.87, -3.37, -0.16)



[5]
# C14H18F18NO4PS2

2 unconnected molecules or ions with the total composition C14H18F18NO4PS2 at a distorted geometry (the ωB97M-V functional and the def2-TZVPD basis, the Open Molecules 2025 dataset).

- Net charge: -2
- Molar mass: 701.4 g mol⁻¹
- Electronic energy: -104345.57661 eV
- HOMO: 0.0251 Eh
- Relative energy (zero: lowest compared OMol25 entry of this formula, charge and spin): 254.1 kcal per mole

Atoms and positions in Å:
S (-1.85, 2.77, -5.26)
S (1.05, -0.71, 2.99)
P (-0.39, 0.77, 2.27)
F (3.11, -2.62, -1.75)
F (4.06, -4.09, 1.21)
F (3.37, -2.46, 3.25)
F (-1.92, 3.35, -1.72)
F (3.26, 0.82, 2.45)
F (-0.96, 1.92, -4.07)
F (4.58, -1.00, -0.79)
F (-4.25, 3.74, -1.90)
F (2.11, -0.14, 0.57)
F (-2.62, 3.65, -6.55)
F (5.23, -3.40, -0.97)
F (5.07, -1.23, 2.10)
F (-0.85, 4.19, -5.03)
F (2.00, -3.12, 0.47)
F (-0.71, 2.22, -6.42)
F (-2.84, 1.43, -5.68)
F (-4.43, 3.37, -4.71)
F (-2.83, 5.00, -4.03)
O (1.27, -0.61, 4.52)
O (1.94, -6.35, 4.79)
O (-1.18, -5.25, 3.51)
O (0.35, -2.09, 2.74)
N (0.63, 2.18, 1.86)
C (-3.56, 1.39, -2.38)
C (0.26, 2.80, 0.53)
C (-2.46, 0.49, -1.53)
C (3.43, -2.80, 0.76)
C (1.39, 3.99, 0.20)
C (-1.14, -0.06, 0.71)
C (-2.45, 0.78, 0.08)
C (3.64, -1.71, 1.97)
C (4.14, -2.41, -0.67)
C (0.15, -5.38, 3.51)
C (2.60, -0.44, 1.96)
C (-3.12, 2.97, -2.56)
C (0.61, -6.22, 4.79)
C (-3.07, 3.52, -4.09)
H (0.75, -4.45, 3.53)
H (-2.80, -0.64, -1.66)
H (-4.57, 1.33, -1.74)
H (0.15, -5.71, 5.66)
H (-1.55, -1.14, 0.98)
H (0.29, 2.07, -0.38)
H (0.69, 2.88, 2.62)
H (-3.79, 0.84, -3.38)
H (2.39, 3.45, -0.11)
H (0.60, -5.90, 2.64)
H (-1.37, 0.55, -1.95)
H (0.01, -7.15, 4.76)
H (-2.44, 1.92, 0.38)
H (1.57, 4.70, 1.11)
H (-0.35, -0.22, -0.15)
H (-3.39, 0.30, 0.63)
H (-0.80, 3.34, 0.64)
H (0.97, 4.57, -0.74)



Question: The lowest electronic energy belongs to which entry?
Answer: C14H18F18NO4PS2